A) # C5H12N

The ion C5H12N with charge +1 (ωB97M-V/def2-TZVPD, the Open Molecules 2025 dataset).

Structure (ORCA input):
```
! RIJCOSX wB97M-V def2-TZVPD def2/J DEFGRID3
* xyz 1 1
C 1.912 -0.924 0.270
C 0.534 -0.968 -0.424
C -0.166 0.363 -0.136
C -1.358 0.634 0.803
C -2.591 0.702 -0.125
N 2.840 0.128 -0.105
H 2.514 -1.908 0.312
H 1.720 -0.740 1.356
H -0.026 -1.852 -0.005
H 0.680 -1.249 -1.530
H 0.089 1.363 -0.555
H -1.637 -0.052 1.665
H -2.651 -0.327 -0.564
H -2.387 1.387 -0.932
H -3.724 1.111 0.031
H -1.236 1.677 1.142
H 2.099 0.818 -0.324
H 3.387 -0.163 -0.881
*
```

Summary:
E_HOMO	-13.971	eV
gap between HOMO and LUMO	6.61	eV

=====

B) # C5H12N

A cluster of 2 separate species, C5H12N in total (ωB97M-V/def2-TZVPD, the Open Molecules 2025 dataset).

Structure (ORCA input):
```
! RIJCOSX wB97M-V def2-TZVPD def2/J DEFGRID3
* xyz 1 1
C 2.199 1.055 0.835
C 1.375 -0.283 0.505
C 0.365 0.047 -0.771
C -0.685 -0.075 0.144
C -1.348 0.221 1.239
N -1.939 -0.928 -1.631
H 3.270 0.748 0.970
H 2.136 1.714 -0.028
H 1.694 1.547 1.655
H 2.016 -0.952 -0.057
H 1.352 -0.567 1.642
H 0.517 -0.928 -1.222
H 0.569 0.882 -1.425
H -2.326 0.755 1.002
H -0.917 0.033 2.201
H -1.609 -1.647 -0.953
H -2.068 0.027 -1.194
H -2.287 -0.741 -2.597
*
```

Summary:
E_HOMO	-13.577	eV
gap between HOMO and LUMO	8.36	eV

=====

C) # C5H12N

A cluster of 2 separate species, C5H12N in total (ωB97M-V/def2-TZVPD, the Open Molecules 2025 dataset).

Structure (ORCA input):
```
! RIJCOSX wB97M-V def2-TZVPD def2/J DEFGRID3
* xyz 1 1
C -1.258 1.516 1.865
C -0.277 0.365 1.722
H -2.071 1.268 2.541
H -1.640 1.889 0.911
H -0.826 2.434 2.278
H -0.675 -0.500 1.184
H 0.678 0.727 1.340
H -0.003 -0.117 2.665
C 1.286 -0.864 -1.085
C 1.868 -2.022 -1.355
C -0.696 0.446 -1.567
N 0.020 -0.602 -1.712
H 1.648 -0.049 -0.490
H 1.380 -2.777 -1.951
H 2.840 -2.206 -0.923
H -1.620 0.553 -2.113
H -0.311 1.256 -0.965
H -0.342 -1.319 -2.346
*
```

Summary:
E_HOMO	-15.198	eV
gap between HOMO and LUMO	9.77	eV

=====

Most favorable first, least favorable last: C), A), B)

=====

A) # C5H12N

A cluster of 2 separate species, C5H12N in total (ωB97M-V/def2-TZVPD, the Open Molecules 2025 dataset).

Structure (ORCA input):
```
! RIJCOSX wB97M-V def2-TZVPD def2/J DEFGRID3
* xyz 1 1
C -0.044 0.943 -0.388
C -0.307 0.035 -1.394
C 0.724 -0.906 -1.931
C -0.994 1.930 0.305
H 1.019 1.150 -0.176
H -1.279 0.099 -1.896
H 0.381 -1.942 -1.969
H 1.044 -0.642 -2.955
H 1.637 -0.879 -1.272
H -2.071 1.625 0.388
H -0.938 2.890 -0.288
H -0.611 2.155 1.287
C -0.162 -1.130 1.101
N 0.648 -0.835 2.076
H 0.174 -1.798 0.376
H -1.207 -0.872 1.095
H 0.374 -0.131 2.764
H 1.635 -1.040 1.959
*
```

Summary:
E_HOMO	-13.407	eV
gap between HOMO and LUMO	8.58	eV

=====

B) # C5H12N

The ion C5H12N with charge +1 (ωB97M-V/def2-TZVPD, the Open Molecules 2025 dataset).

Structure (ORCA input):
```
! RIJCOSX wB97M-V def2-TZVPD def2/J DEFGRID3
* xyz 1 1
C 1.859 -1.177 -1.401
C 0.986 -0.698 -0.251
C -0.296 -0.021 -0.695
C -1.027 0.741 0.352
C -1.488 1.973 0.402
N -1.044 0.019 1.684
H 2.571 -1.935 -1.096
H 1.228 -1.468 -2.233
H 2.391 -0.322 -1.809
H 0.767 -1.582 0.375
H 1.578 -0.086 0.445
H -0.934 -0.727 -1.238
H -0.100 0.697 -1.482
H -1.870 2.351 1.343
H -1.435 2.754 -0.333
H -0.160 -0.458 1.873
H -1.283 0.666 2.433
H -1.742 -0.726 1.632
*
```

Summary:
E_HOMO	-14.989	eV
gap between HOMO and LUMO	11.40	eV
SMILES	C=C([NH3+])CCC

=====

Most favorable first, least favorable last: B), A)

=====

A) # C18H24N2O3

The molecule C18H24N2O3 (ωB97M-V/def2-TZVPD, the Open Molecules 2025 dataset).

Structure (ORCA input):
```
! RIJCOSX wB97M-V def2-TZVPD def2/J DEFGRID3
* xyz 0 1
O 0.254 -2.146 -3.602
N 2.184 0.814 -3.781
O 1.893 3.208 -6.557
O -2.767 0.099 2.807
C 1.059 -1.296 -3.249
C 2.379 1.914 -4.551
C 1.363 -0.172 -4.164
C 0.780 -0.096 -5.486
C 0.946 1.049 -6.285
C 1.755 2.054 -5.782
N 0.540 -1.099 -0.776
C 1.606 -1.292 -1.780
C -0.694 1.028 6.147
C 0.730 0.873 5.554
C -0.528 0.852 4.622
C -0.418 -2.173 -0.395
C -0.885 -0.510 4.039
C -1.536 -1.769 1.903
C -0.133 0.214 -0.787
C -0.706 0.488 1.658
C -1.520 -1.434 0.362
C -1.472 -0.427 2.647
C -1.197 0.046 0.289
H 2.309 3.920 -6.029
H -3.095 0.332 1.940
H 3.017 2.692 -4.178
H 0.135 -0.889 -5.842
H 0.469 1.118 -7.235
H 2.352 -0.516 -1.642
H 2.108 -2.246 -1.598
H -1.144 0.163 6.674
H -1.070 1.968 6.509
H 1.252 -0.046 5.683
H 1.360 1.753 5.449
H -0.783 1.756 4.092
H 0.077 -2.949 0.198
H -0.820 -2.655 -1.306
H 0.023 -1.074 4.005
H -1.598 -1.037 4.720
H -2.451 -2.325 2.207
H -0.660 -2.410 2.118
H -0.556 0.470 -1.720
H 0.598 0.956 -0.528
H -0.960 1.540 1.903
H 0.396 0.284 1.744
H -2.527 -1.649 -0.027
H -2.066 0.618 0.031
*
```

Summary:
E_HOMO	-8.033	eV
gap between HOMO and LUMO	8.00	eV
SMILES	O=C(CN1C[C@@H]2C[C@](O)(CC3CC3)C[C@@H]2C1)c1ccc(O)cn1

=====

B) # C18H24N2O3

The molecule C18H24N2O3 (ωB97M-V/def2-TZVPD, the Open Molecules 2025 dataset).

Structure (ORCA input):
```
! RIJCOSX wB97M-V def2-TZVPD def2/J DEFGRID3
* xyz 0 1
C 4.751 2.174 -1.753
C 3.820 2.361 -0.559
O 2.907 1.292 -0.409
C 3.339 0.088 0.073
C 4.587 -0.171 0.616
C 4.894 -1.436 1.094
C 3.963 -2.454 1.034
C 2.710 -2.214 0.496
C 2.390 -0.954 0.015
N 1.149 -0.647 -0.540
C 0.076 -1.426 -0.743
O -0.063 -2.608 -0.469
C -1.061 -0.623 -1.388
O -0.940 0.565 -1.640
N -2.128 -1.386 -1.631
C -3.403 -0.882 -2.071
H -3.238 0.151 -2.385
H -3.751 -1.472 -2.925
C -4.444 -0.921 -0.940
C -3.967 -0.112 0.235
C -4.146 1.200 0.322
C -3.519 1.946 1.456
C -2.074 1.450 1.574
C -2.037 -0.044 1.901
C -3.256 -0.817 1.355
H -3.979 -0.942 2.168
H -2.945 -1.817 1.050
H -1.122 -0.475 1.491
H -1.998 -0.182 2.984
H -1.536 2.012 2.339
H -1.582 1.629 0.616
H -3.541 3.021 1.276
H -4.050 1.745 2.392
H -4.673 1.753 -0.440
H -4.618 -1.957 -0.643
H -5.378 -0.511 -1.328
H -2.055 -2.347 -1.317
H 1.033 0.318 -0.849
H 1.971 -2.996 0.441
H 4.206 -3.438 1.405
H 5.872 -1.617 1.514
H 5.334 0.605 0.678
H 4.391 2.515 0.365
H 3.182 3.234 -0.717
H 5.393 3.044 -1.855
H 5.370 1.289 -1.628
H 4.165 2.059 -2.661
*
```

Summary:
E_HOMO	-8.255	eV
gap between HOMO and LUMO	8.98	eV
SMILES	CCOc1ccccc1NC(=O)C(=O)NCCC1=CCCCC1

=====

Most favorable first, least favorable last: B), A)

=====

A) # C5H14NO

A cluster of 2 separate species, C5H14NO in total (ωB97M-V/def2-TZVPD, the Open Molecules 2025 dataset).

Structure (ORCA input):
```
! RIJCOSX wB97M-V def2-TZVPD def2/J DEFGRID3
* xyz -1 1
C 0.287 -0.819 -1.390
O 0.508 0.047 -0.355
C -0.282 -0.106 -2.677
C -1.622 0.647 -2.398
H -0.487 -1.593 -1.125
H 1.205 -1.416 -1.644
H -0.395 -0.762 -3.557
H 0.446 0.682 -2.950
H -1.898 1.241 -3.292
H -1.470 1.339 -1.549
H -2.499 0.023 -2.156
C -0.343 -0.495 2.394
C 1.131 -0.146 2.537
N 1.277 1.220 2.012
H -0.654 -0.537 1.348
H -0.465 -1.486 2.861
H -0.979 0.230 2.973
H 1.284 -0.063 3.626
H 1.809 -0.929 2.162
H 2.131 1.689 2.166
H 1.017 1.234 1.015
*
```

Summary:
E_HOMO	-2.733	eV
gap between HOMO and LUMO	7.11	eV

=====

B) # C5H14NO

A cluster of 2 separate species, C5H14NO in total (ωB97M-V/def2-TZVPD, the Open Molecules 2025 dataset).

Structure (ORCA input):
```
! RIJCOSX wB97M-V def2-TZVPD def2/J DEFGRID3
* xyz -1 1
C 2.186 -0.873 -0.826
O 1.190 -0.010 -0.447
C 1.931 -2.333 -0.461
H 3.133 -0.605 -0.301
H 2.484 -0.747 -1.888
H 2.748 -2.960 -0.836
H 1.002 -2.726 -0.878
H 1.892 -2.417 0.627
C -1.603 0.532 -0.924
C -1.686 1.088 0.516
C -1.540 -0.097 1.495
N -0.593 2.012 0.757
H -2.264 -0.324 -1.139
H -1.739 1.285 -1.700
H -0.549 0.058 -0.951
H -2.651 1.585 0.705
H -1.247 0.281 2.474
H -2.438 -0.713 1.546
H -0.726 -0.705 1.082
H -0.486 2.649 -0.020
H 0.267 1.463 0.817
*
```

Summary:
E_HOMO	-2.746	eV
gap between HOMO and LUMO	7.04	eV

=====

Most favorable first, least favorable last: B), A)

=====

A) # CHN3O

The molecule CHN3O (ωB97M-V/def2-TZVPD, the Open Molecules 2025 dataset).

Structure (ORCA input):
```
! RIJCOSX wB97M-V def2-TZVPD def2/J DEFGRID3
* xyz 0 1
O -0.492 0.916 -0.731
C -0.101 0.565 0.618
N 0.391 -0.604 0.856
N 0.407 -1.347 -0.548
N 0.057 -0.915 -1.558
H -0.262 1.384 1.364
*
```

Summary:
E_HOMO (alpha / beta)	-10.782 / -10.785	eV
gap between HOMO and LUMO (alpha / beta)	9.09 / 9.10	eV

=====

B) # CHN3O

A structure of composition CHN3O (ωB97M-V/def2-TZVPD, the Open Molecules 2025 dataset).

Structure (ORCA input):
```
! RIJCOSX wB97M-V def2-TZVPD def2/J DEFGRID3
* xyz 0 1
O -1.157 0.872 -0.430
N 0.010 1.097 -0.006
C 0.698 0.029 0.254
N -0.086 -1.115 -0.022
N -1.182 -0.916 -0.422
H 1.718 0.032 0.626
*
```

Summary:
E_HOMO	-10.825	eV
gap between HOMO and LUMO	10.87	eV

=====

Most favorable first, least favorable last: B), A)

=====

A) # CH2BrClO

A cluster of 2 separate species, CH2BrClO in total (ωB97M-V/def2-TZVPD, the Open Molecules 2025 dataset).

Structure (ORCA input):
```
! RIJCOSX wB97M-V def2-TZVPD def2/J DEFGRID3
* xyz 0 1
C 1.469 -2.005 -0.999
O -0.158 1.076 -0.237
Cl 2.975 -2.456 -0.343
Br 0.682 -2.904 -2.484
H -0.493 1.990 -0.191
H -0.458 0.619 -1.029
*
```

Summary:
E_HOMO	-9.113	eV
gap between HOMO and LUMO	7.92	eV

=====

B) # CH2BrClO

The molecule CH2BrClO (ωB97M-V/def2-TZVPD, the Open Molecules 2025 dataset).

Structure (ORCA input):
```
! RIJCOSX wB97M-V def2-TZVPD def2/J DEFGRID3
* xyz 0 1
C 0.562 0.632 -0.566
O -0.179 0.760 0.532
Cl 2.205 0.034 -0.331
Br 0.379 2.030 -1.843
H -0.033 -0.131 -1.218
H -0.191 1.599 0.952
*
```

Summary:
E_HOMO	-10.509	eV
gap between HOMO and LUMO	11.22	eV
SMILES	O[C@H](Cl)Br

=====

Most favorable first, least favorable last: B), A)

=====

A) # C4H11N3O2

A cluster of 2 separate species, C4H11N3O2 in total (ωB97M-V/def2-TZVPD, the Open Molecules 2025 dataset).

Structure (ORCA input):
```
! RIJCOSX wB97M-V def2-TZVPD def2/J DEFGRID3
* xyz 0 1
C -2.438 -0.283 2.205
C -1.361 -0.989 1.439
O -0.279 -1.343 1.806
O -1.786 -1.221 0.126
H -2.038 0.556 2.784
H -2.801 -0.880 3.044
H -3.280 -0.101 1.584
C 1.126 -1.222 -1.613
C 1.136 1.030 -1.041
N 0.553 2.313 -1.165
N 0.882 0.148 -1.921
N 1.810 0.891 0.135
H 1.277 3.024 -1.054
H 0.229 2.426 -2.120
H -1.025 -0.925 -0.400
H 2.364 0.084 0.369
H 2.191 1.728 0.541
H 0.798 -1.865 -2.440
H 0.526 -1.717 -0.840
H 2.113 -1.653 -1.437
*
```

Summary:
E_HOMO	-9.031	eV
gap between HOMO and LUMO	9.78	eV
SMILES	CN=C(N)N.CC(=O)O

=====

B) # C4H11N3O2

A cluster of 2 separate species, C4H11N3O2 in total (ωB97M-V/def2-TZVPD, the Open Molecules 2025 dataset).

Structure (ORCA input):
```
! RIJCOSX wB97M-V def2-TZVPD def2/J DEFGRID3
* xyz 0 1
C 0.682 -2.276 -0.920
C 0.070 -2.556 -2.260
O -0.154 -1.318 -2.887
O 0.041 -3.649 -2.801
H 0.084 -2.231 0.013
H 1.456 -1.449 -1.097
H 1.244 -3.240 -0.679
C -0.538 0.264 2.155
C -0.427 1.970 0.383
N -1.075 1.637 -0.707
N -0.732 1.670 1.684
N 0.913 2.527 0.305
H -1.988 1.292 -0.808
H -0.089 -0.545 -2.179
H -0.291 2.425 2.286
H 1.076 3.065 -0.640
H 1.501 2.597 1.021
H -0.562 -0.519 1.436
H -1.462 0.199 2.767
H 0.251 0.135 2.926
*
```

Summary:
E_HOMO	-9.314	eV
gap between HOMO and LUMO	9.83	eV
SMILES	[H]/N=C(/N)NC.CC(=O)O

=====

C) # C4H11N3O2

A structure of composition C4H11N3O2 (ωB97M-V/def2-TZVPD, the Open Molecules 2025 dataset).

Structure (ORCA input):
```
! RIJCOSX wB97M-V def2-TZVPD def2/J DEFGRID3
* xyz 0 1
C -2.368 0.987 0.089
C 0.142 0.216 -0.630
N 0.769 1.345 -0.057
O -1.416 -0.052 0.253
N -0.050 0.105 -1.899
H 0.471 2.215 -0.480
H 0.740 1.399 0.952
H 0.432 0.828 -2.423
H -2.557 1.098 -0.980
H -2.006 1.938 0.494
H -3.285 0.708 0.610
N 2.075 -1.599 -0.556
C 0.909 -1.046 1.494
C 0.837 -1.232 0.067
O -0.083 -0.649 2.173
H -0.976 -0.307 1.339
H 2.597 -0.781 -0.851
H 1.878 -2.126 -1.398
H 1.875 -1.148 1.998
H 0.015 -1.900 -0.197
*
```

Summary:
E_HOMO	-8.062	eV
gap between HOMO and LUMO	7.96	eV

=====

D) # C4H11N3O2

A cluster of 2 separate species, C4H11N3O2 in total (ωB97M-V/def2-TZVPD, the Open Molecules 2025 dataset).

Structure (ORCA input):
```
! RIJCOSX wB97M-V def2-TZVPD def2/J DEFGRID3
* xyz 0 1
C -1.822 0.243 -1.702
C -0.874 1.784 0.092
N 0.054 1.891 1.006
N -1.018 0.575 -0.542
N -1.732 2.756 -0.343
H 0.882 -0.131 1.413
H 0.180 2.805 1.558
H -0.265 -0.199 -0.367
H -2.384 2.722 -1.000
H -1.540 3.766 -0.039
H -2.110 -0.853 -1.521
H -1.423 0.587 -2.608
H -2.843 0.683 -1.500
C 2.476 -2.867 0.894
C 1.501 -1.818 0.625
O 1.515 -0.951 1.594
O 0.911 -1.671 -0.433
H 2.772 -2.911 1.951
H 3.490 -2.568 0.478
H 2.228 -3.844 0.443
*
```

Summary:
E_HOMO	-8.399	eV
gap between HOMO and LUMO	9.28	eV
SMILES	[H]/N=C(\N)NC.CC(=O)O

=====

Most favorable first, least favorable last: A), D), B), C)

=====

A) # C6H6N

The ion C6H6N with charge +1 (ωB97M-V/def2-TZVPD, the Open Molecules 2025 dataset).

Structure (ORCA input):
```
! RIJCOSX wB97M-V def2-TZVPD def2/J DEFGRID3
* xyz 1 1
C 0.424 0.382 -0.503
C 0.402 -0.549 0.386
C -0.113 2.270 -2.047
C -0.140 1.107 -1.379
C -0.210 2.535 -3.293
C -0.413 -2.061 2.153
N 0.607 -1.353 1.403
H -0.150 3.079 -1.280
H -0.154 2.639 -4.345
H -1.262 -1.388 2.462
H -0.721 -2.969 1.534
H 0.166 -2.279 3.101
H 1.563 -1.413 1.807
*
```

Summary:
E_HOMO (alpha / beta)	-12.271 / -12.246	eV
gap between HOMO and LUMO (alpha / beta)	5.90 / 6.56	eV

=====

B) # C6H6N

The ion C6H6N with charge +1 (ωB97M-V/def2-TZVPD, the Open Molecules 2025 dataset).

Structure (ORCA input):
```
! RIJCOSX wB97M-V def2-TZVPD def2/J DEFGRID3
* xyz 1 1
C -0.962 0.208 1.352
C -0.052 1.008 1.737
C -1.525 0.237 -0.925
C -0.350 0.869 -1.033
C -1.058 -0.633 0.214
C 0.236 0.212 0.244
N 1.551 -0.442 0.281
H -2.407 0.490 -1.460
H -0.103 1.603 -1.693
H -1.125 -1.634 0.345
H 1.611 -1.353 0.752
H 2.145 0.107 0.792
H 2.040 -0.672 -0.608
*
```

Summary:
E_HOMO	-14.344	eV
gap between HOMO and LUMO	10.17	eV

=====

C) # C6H6N

The ion C6H6N with charge +1 (ωB97M-V/def2-TZVPD, the Open Molecules 2025 dataset).

Structure (ORCA input):
```
! RIJCOSX wB97M-V def2-TZVPD def2/J DEFGRID3
* xyz 1 1
C 1.960 -0.012 0.433
C 1.587 -1.292 -0.163
C 0.229 -1.425 -0.249
C -0.867 -0.643 -0.670
C -0.357 0.801 -0.297
C 0.814 -0.632 1.195
N 0.737 0.695 0.612
H 2.904 0.330 0.770
H -0.968 -0.493 -1.706
H -1.851 -0.879 -0.296
H 0.034 1.226 -1.235
H -1.282 1.387 0.048
H 0.814 -0.945 2.176
*
```

Summary:
E_HOMO	-15.499	eV
gap between HOMO and LUMO	8.85	eV

=====

Most favorable first, least favorable last: C), B), A)